{
  "formula": "C31H40Cl45F2NO2PSi",
  "method": "wB97M-V/def2-TZVPD",
  "charge": 1,
  "e_tot_ev": -624483.2810,
  "orbital_gap_ev": 9.40,
  "elements": ["C", "C", "Cl", "Cl", "Cl", "H", "Cl", "H", "Cl", "Cl", "C", "Cl", "H", "Cl", "H", "Cl", "Cl", "Cl", "H", "H", "F", "H", "Cl", "Cl", "C", "H", "Cl", "Cl", "Cl", "C", "Cl", "Cl", "C", "Cl", "H", "H", "H", "H", "C", "Cl", "Cl", "C", "C", "Cl", "Cl", "C", "H", "H", "Cl", "Cl", "Cl", "H", "C", "C", "Cl", "Si", "Cl", "Cl", "H", "H", "C", "Cl", "Cl", "H", "Cl", "C", "Cl", "H", "Cl", "H", "H", "C", "C", "C", "Cl", "Cl", "H", "C", "C", "H", "Cl", "P", "H", "C", "Cl", "C", "H", "C", "H", "H", "Cl", "Cl", "C", "H", "Cl", "H", "H", "Cl", "Cl", "C", "H", "C", "C", "F", "Cl", "H", "H", "C", "H", "H", "H", "H", "N", "C", "H", "C", "O", "Cl", "H", "O", "C", "C", "H"],
  "xyz": [[6.135977, 4.289472, 2.821379], [-0.983182, 3.060532, 2.140127], [1.285275, -4.539339, -10.354518], [-3.468338, 3.181095, -9.136620], [2.255924, -0.530834, 2.815675], [1.780070, -0.965788, -1.718089], [-5.205813, -2.469953, -0.769955], [-1.334018, 6.765685, 3.653444], [3.635391, -0.883786, 5.358296], [-4.956249, -7.305132, -2.457203], [-4.785030, 2.817001, -3.404183], [0.525316, -1.739359, -10.481129], [2.459750, -9.839352, 3.780926], [1.865851, -10.853308, 5.803007], [-4.960077, -4.561427, -1.820522], [2.836669, 8.538808, -0.760193], [-1.000402, -2.980458, -5.758714], [-2.998660, 2.005021, -13.385982], [1.244216, 6.232149, 1.275590], [-0.399061, 1.038977, 0.489927], [-3.313809, 1.741047, -0.388729], [-4.520564, 2.959813, -2.365095], [0.720302, -2.755148, 3.683519], [0.046596, 7.889816, -0.297512], [-3.748165, -8.375567, -1.737380], [8.521303, 1.358864, 8.204718], [-1.101043, 4.790144, -8.654134], [-1.261575, -0.275176, -12.920876], [5.915894, 3.937527, 1.104906], [-0.795824, -4.449759, -4.805351], [-2.186354, -12.057264, -7.247857], [-3.790538, -9.968943, -6.031899], [1.040724, 5.159712, 1.333555], [-0.889253, -9.828476, -5.918337], [1.916710, 4.572824, 1.612992], [2.449332, 5.325588, 3.642001], [-2.233294, -0.895925, -0.526148], [2.369145, 3.501163, 7.461985], [-1.436116, -0.190192, -0.750412], [4.570423, 4.410390, 3.640468], [1.753321, -2.108765, 8.026647], [0.006581, 3.739569, 5.201527], [-2.226177, 3.616620, -7.967342], [-1.558811, -4.512411, 3.290240], [7.016917, 2.758995, 7.083669], [0.698334, 0.564534, -2.562956], [-0.109409, -0.018459, 2.697431], [0.333236, 2.349200, -3.891939], [-3.137471, -7.715078, -0.217333], [0.704826, -5.409352, 4.876886], [-2.420612, -8.646911, -2.865624], [0.521025, -1.551283, -2.754846], [2.468425, 0.090201, 4.485506], [-0.279126, -4.030237, 4.407012], [1.820191, -1.324962, 10.820718], [-0.278710, 4.755133, 2.642760], [-4.560850, 1.113689, -3.809753], [-6.466639, 3.291164, -3.616974], [3.105539, -2.954999, 9.741979], [-2.304116, -11.450981, -4.992015], [1.868268, 3.768894, 6.544013], [0.919068, 0.140466, 5.324520], [-1.359891, 2.174967, -7.419359], [1.205148, -3.138603, -12.228571], [-1.866615, -4.434180, -3.398582], [1.967165, 4.796504, 4.433596], [-1.366452, 1.879558, -10.988947], [-0.746065, -3.625852, 5.296126], [6.697417, -0.044178, 7.767725], [0.682352, 4.775933, 0.375282], [-0.374539, -2.047158, -0.703214], [7.851268, 1.230372, 7.365280], [0.681669, 4.420999, 4.239834], [2.757027, -1.966795, 9.473229], [8.810812, 0.777135, 5.955503], [7.126015, 3.053372, 3.592030], [0.027705, 2.849198, 7.096040], [1.997372, -9.490222, 4.694301], [0.585717, 3.410220, 6.364986], [6.641909, 5.241961, 2.910102], [0.803544, 10.583777, -1.070780], [-2.090841, -0.142196, 1.916183], [1.062154, 8.602942, -2.286371], [-2.176703, 3.085634, 1.154270], [3.220057, -2.546049, -11.196951], [0.746463, -0.789028, -2.019376], [-0.663461, 1.968880, -13.221176], [-2.294920, -10.900901, -5.923591], [-1.685538, 0.292229, -1.688663], [-2.244978, 4.054914, 0.660664], [-3.716254, 3.823750, -4.385459], [4.164796, -0.950787, 9.153297], [-0.124661, -0.990174, -0.757004], [3.573225, 4.722408, 5.787904], [0.401649, -8.850588, 4.296414], [-4.221105, -9.326109, -1.530040], [-1.352102, 2.617286, 3.064867], [-3.110450, -4.411248, -0.395542], [0.883752, -4.634497, -4.298084], [1.173672, 8.871518, -1.244475], [-2.708448, 4.070019, -7.112431], [-4.812097, -4.193699, -0.813956], [-2.086629, 2.054742, 0.041412], [-1.489339, 2.634477, -1.002556], [3.019485, -8.223324, 5.381510], [-2.586213, 5.736740, 2.874717], [-1.018377, 3.429732, 5.052820], [2.549501, 4.453968, 5.628896], [0.507213, -0.806226, 0.117941], [2.847392, 1.102767, 4.420004], [-1.060384, -5.297507, -5.423977], [-3.398637, 0.909058, 3.219215], [-1.388974, 0.799136, 0.405211], [1.517331, -3.007283, -11.200971], [-1.485768, 6.759359, 1.935634], [-1.465508, 1.462959, -12.700714], [-0.998787, 0.106122, 3.074617], [-5.860813, -5.100289, 0.267410], [-3.122671, 2.974460, 1.674928], [-3.512676, 0.491277, 2.345320], [-1.567671, 6.115491, 2.813827], [0.502754, 1.536599, -3.241092], [-0.128312, 2.470966, 1.804987]],
  "forces_ev_per_a": [[0.0, -0.2, 0.0], [-0.9, 0.5, 0.4], [0.0, 0.0, 0.0], [-0.3, 0.2, 0.4], [0.3, 0.7, -0.3], [0.1, -0.3, 0.0], [-0.1, 0.1, -0.1], [-0.1, -0.1, 0.2], [0.0, 0.1, -0.2], [0.0, -0.1, 0.0], [-0.1, -0.1, -0.1], [0.1, -0.1, 0.1], [0.0, 0.0, 0.0], [0.0, 0.0, 0.0], [0.0, 0.0, 0.0], [0.0, 0.0, 0.0], [0.0, 0.0, 0.0], [0.0, 0.0, 0.0], [0.2, -0.4, -0.1], [-0.1, 0.2, 0.4], [-0.6, -0.7, -0.1], [0.0, 0.0, 0.0], [-0.4, -0.7, 0.2], [-0.1, 0.1, -0.2], [0.2, 0.1, 0.0], [0.0, 0.0, 0.0], [0.0, 0.0, 0.1], [-0.1, 0.1, -0.2], [0.0, 0.1, 0.0], [0.0, 0.1, 0.0], [0.0, 0.0, 0.0], [0.0, 0.0, 0.0], [-0.9, -0.3, 0.5], [0.0, 0.0, 0.1], [0.2, 0.2, -0.1], [0.3, 0.4, 0.0], [-0.3, 0.2, 0.0], [0.1, 0.0, 0.2], [0.1, -1.1, 0.7], [1.1, -0.2, -0.7], [0.0, -0.1, 0.1], [-1.9, -0.5, -0.2], [0.0, 0.0, -0.2], [0.0, 0.0, 0.0], [0.0, 0.0, 0.1], [-0.6, -0.2, -0.9], [0.3, -0.2, 0.5], [0.0, 0.5, -0.1], [-0.1, -0.3, 0.0], [0.0, 0.1, 0.0], [0.0, 0.0, 0.0], [-0.2, 0.1, -0.4], [0.1, 0.0, 0.4], [0.0, -0.1, 0.0], [0.0, 0.0, 0.0], [1.3, 0.3, -0.2], [0.1, 0.0, 0.1], [0.0, 0.0, 0.0], [0.0, 0.0, 0.0], [0.0, 0.0, 0.0], [1.1, -0.9, 2.9], [0.2, 0.1, 0.1], [0.0, 0.0, 0.1], [0.0, 0.0, 0.0], [0.1, 0.0, 0.0], [-0.1, 0.4, 0.0], [0.3, -0.2, -0.3], [0.0, 0.0, 0.0], [0.2, 0.1, -0.1], [0.1, 0.3, -0.2], [0.0, -0.1, 0.1], [0.0, 0.0, -0.1], [-1.9, 0.4, -2.4], [0.0, 0.1, 0.1], [0.0, 0.0, 0.0], [0.0, 0.1, -0.1], [0.1, -0.1, 0.3], [-0.1, 0.0, 0.1], [-1.2, -1.0, 1.1], [0.0, 0.0, 0.0], [0.0, 0.0, 0.0], [-0.6, -4.0, -0.2], [0.0, 0.0, 0.0], [0.7, 0.1, 0.2], [0.0, 0.0, 0.0], [0.7, 0.3, 1.0], [0.0, 0.0, 0.0], [0.0, 0.0, -0.1], [0.3, 0.4, 0.0], [0.0, -0.1, -0.3], [0.1, 0.1, 0.1], [-0.2, -0.1, 0.1], [0.0, -0.2, -0.7], [0.3, 0.1, 0.5], [0.0, -0.1, -0.1], [0.0, 0.0, 0.0], [0.3, -0.3, 0.0], [0.0, 0.1, 0.1], [0.0, 0.0, 0.0], [0.1, 0.2, 0.1], [0.0, 0.0, 0.0], [0.0, 0.1, 0.2], [-0.6, 1.6, 0.8], [0.9, -0.2, -0.6], [0.0, 0.0, 0.0], [-0.1, 0.1, 0.2], [-0.3, 0.0, -0.1], [1.8, 1.4, -1.3], [-0.2, 0.2, 0.1], [0.0, 0.0, -0.1], [0.0, 0.0, 0.0], [-0.5, 0.4, 0.0], [-0.2, 1.4, -1.7], [0.0, 0.0, 0.1], [-0.2, -0.1, -0.1], [0.0, -0.1, 0.1], [-1.2, 1.2, -0.6], [0.1, 0.0, 0.0], [0.0, -0.2, 0.1], [1.7, 0.8, 0.8], [0.3, -0.2, -0.4], [0.2, -0.4, 0.4], [0.1, 0.1, 0.0]],
  "lowdin_charge": [-1.50, -0.22, 0.52, 0.51, 0.50, 0.12, 0.52, 0.04, 0.56, 0.55, -1.56, 0.49, 0.01, 0.53, -0.02, 0.53, 0.53, 0.53, -0.02, 0.14, 0.12, -0.01, 0.49, 0.55, -1.51, 0.02, 0.53, 0.51, 0.53, -1.54, 0.54, 0.51, -0.18, 0.50, 0.02, 0.03, 0.08, 0.12, -0.16, 0.67, 0.49, -0.14, -1.56, 0.52, 0.51, -0.14, -0.05, 0.03, 0.51, 0.53, 0.52, 0.11, -1.45, -1.52, 0.54, 0.63, 0.53, 0.55, 0.02, 0.01, -0.10, 0.58, 0.50, 0.01, 0.49, -0.19, 0.49, 0.02, 0.49, 0.03, 0.11, -1.53, -0.26, -1.53, 0.53, 0.52, 0.11, -1.55, -0.12, 0.02, 0.54, 0.99, 0.01, -0.11, 0.53, -0.18, 0.02, -1.57, 0.12, 0.12, 0.54, 0.49, -0.15, 0.06, 0.50, 0.02, 0.05, 0.45, 0.53, -1.54, -0.03, -1.56, -0.59, 0.14, 0.51, 0.03, 0.10, -0.16, 0.09, 0.02, 0.02, 0.09, -0.08, -1.55, 0.00, -1.53, -0.32, 0.54, 0.12, -0.19, -0.14, 0.14, 0.08]
}